The following is a DFT calculation (ωB97M-V with the def2-TZVPD basis set) of C21H29N5O2 in the gas phase in a non-equilibrium geometry.

Results
HOMO energy (eV): -8.98
SMILES: Cc1cnn(CCCNC(=O)C[C@@H]2CCN(Cc3ccc(C(N)=O)cc3)C2)c1
Energy relative to the best compared isomer or geometry (same formula, charge and spin) (kcal/mol): 42.4

ORCA input file:
```
! wB97M-V def2-TZVPD RIJCOSX def2/J DEFGRID3
* xyz 0 1
C 0.0529 -6.5117 5.9590
C 0.7503 -5.2267 5.6442
C 0.4438 -3.9306 6.1044
N 1.2671 -3.0182 5.6083
N 2.1089 -3.7023 4.8280
C 3.1390 -3.0000 4.0915
C 2.5518 -2.0687 3.0411
C 3.6465 -1.3623 2.2520
N 3.1466 -0.4810 1.1859
C 2.4161 0.6486 1.6314
O 2.9804 1.6333 2.0399
C 0.9212 0.6366 1.3801
C 0.5900 0.6884 -0.1125
C 1.0969 1.9652 -0.8262
C -0.1441 2.5385 -1.5163
N -1.0319 1.3868 -1.6509
C -2.3934 1.7357 -1.9988
C -2.4939 2.3182 -3.3869
C -1.8563 1.6931 -4.4567
C -1.9515 2.2143 -5.7331
C -2.6989 3.3649 -5.9695
C -2.7613 3.8784 -7.3763
N -3.8028 4.7154 -7.6674
O -1.9244 3.5830 -8.2059
C -3.3279 3.9974 -4.9048
C -3.2197 3.4773 -3.6221
C -0.9175 0.7010 -0.3756
C 1.8345 -5.0265 4.8212
H 0.6598 -7.3679 5.6657
H -0.1486 -6.5987 7.0270
H -0.9025 -6.5891 5.4371
H -0.3381 -3.6287 6.7842
H 3.7474 -2.4355 4.8004
H 3.7770 -3.7544 3.6284
H 1.9153 -2.6486 2.3640
H 1.9122 -1.3418 3.5462
H 4.2612 -0.7526 2.9171
H 4.3121 -2.0954 1.7907
H 2.5430 -1.0410 0.5915
H 0.4846 -0.2614 1.8291
H 0.5036 1.5105 1.8808
H 1.0072 -0.1892 -0.6132
H 1.5293 2.6741 -0.1195
H 1.8706 1.7188 -1.5519
H -0.6136 3.3126 -0.8844
H 0.0646 2.9849 -2.4882
H -2.9986 0.8257 -1.9458
H -2.8215 2.4487 -1.2720
H -1.2711 0.8017 -4.2690
H -1.4497 1.7474 -6.5700
H -4.6281 4.7149 -7.0957
H -3.9104 4.9643 -8.6364
H -3.8721 4.9212 -5.0573
H -3.6952 3.9879 -2.7930
H -1.3567 -0.2973 -0.4251
H -1.4322 1.2611 0.4274
H 2.4284 -5.7199 4.2479
*
```

Mulliken atomic charges, in units of e: -1.242 0.298 -0.436 -0.960 0.751 -1.032 0.040 -1.074 -0.185 0.424 -0.589 -1.042 0.965 -0.906 -0.795 0.224 -1.206 0.796 -0.296 -0.694 0.758 0.354 -0.400 -0.617 -0.858 -0.725 -1.384 -0.032 0.331 0.322 0.254 0.457 0.296 0.281 0.278 0.356 0.428 0.365 0.306 0.290 0.433 0.174 0.374 0.286 0.301 0.439 0.388 0.396 0.405 0.430 0.205 0.243 0.352 0.346 0.433 0.346 0.348

---

The following is a DFT calculation (ωB97M-V with the def2-TZVPD basis set) of C8H11N3O in the gas phase in a non-equilibrium geometry.

Results
HOMO energy (eV): -8.45
SMILES: CN(C)NC(=O)c1cccnc1
Energy relative to the best compared isomer or geometry (same formula, charge and spin) (kcal/mol): 33.4

ORCA input file:
```
! wB97M-V def2-TZVPD RIJCOSX def2/J DEFGRID3
* xyz 0 1
C -2.0532 0.1519 2.2303
N -1.3872 -0.9728 1.4268
C -1.9466 -2.2500 1.4325
N -0.8225 -0.5682 0.2665
C 0.5485 -0.1774 0.4751
O 1.1144 -0.2077 1.5306
C 1.0827 0.4739 -0.7512
C 2.4319 0.7656 -0.7148
C 3.0060 1.4337 -1.8021
C 2.2070 1.7063 -2.8414
N 0.9253 1.3919 -2.9359
C 0.3636 0.6559 -1.9833
H -2.4432 -0.2494 3.1984
H -1.4036 1.0185 2.3843
H -2.9314 0.3741 1.7364
H -2.4631 -2.5657 2.3731
H -2.6435 -2.4018 0.5915
H -1.1772 -3.0049 1.2883
H -1.3534 -0.4029 -0.5507
H 3.0104 0.3984 0.1660
H 4.0287 1.8254 -1.8058
H 2.4483 2.4781 -3.5527
H -0.5419 0.1269 -2.1619
*
```

Mulliken atomic charges, in units of e: -0.911 -0.021 -0.862 -0.102 0.156 -0.581 0.575 -0.392 -0.396 -0.274 -0.630 -0.121 0.284 0.269 0.378 0.252 0.298 0.297 0.202 0.379 0.359 0.370 0.469

---

The following is a DFT calculation (ωB97M-V with the def2-TZVPD basis set) of 2 unconnected molecules or ions with the total composition C2H3BrO2 in a non-equilibrium geometry.

Results
HOMO energy (alpha / beta) (eV): -7.38 / -9.84
Energy relative to the best compared isomer or geometry (same formula, charge and spin) (kcal/mol): 103.3
Expectation value of S²: 2.0187

ORCA input file:
```
! wB97M-V def2-TZVPD RIJCOSX def2/J DEFGRID3
* xyz 0 3
C -0.8995 -0.2722 -0.0383
C 1.0511 0.4370 0.0680
O -1.0676 -1.3400 0.7488
O -1.0027 -1.4655 -0.7013
Br -2.1163 1.1321 0.0607
H 1.3328 0.5681 -0.9647
H 1.6149 -0.4721 0.1791
H 1.0873 1.4126 0.6477
*
```

Mulliken atomic charges, in units of e: 0.478 -0.927 -0.208 -0.233 -0.089 0.341 0.336 0.303

---

The following is a DFT calculation (ωB97M-V with the def2-TZVPD basis set) of CH3I2P in the gas phase in a non-equilibrium geometry.

Results
HOMO energy (eV): -9.21
SMILES: CP(I)I
Energy relative to the best compared isomer or geometry (same formula, charge and spin) (kcal/mol): 27.2

ORCA input file:
```
! wB97M-V def2-TZVPD RIJCOSX def2/J DEFGRID3
* xyz 0 1
C 0.5103 -0.7583 0.1742
P -0.2319 0.4792 -1.0685
I -2.6547 0.3363 -0.6560
I 0.2158 3.0150 0.2842
H 0.9603 -1.6984 -0.4015
H -0.2386 -1.1297 0.9530
H 1.4388 -0.2443 0.7146
*
```

Mulliken atomic charges, in units of e: -0.778 0.073 0.025 -0.165 0.280 0.303 0.261